# C38H37BrF5MoN7O7S5Te

C38H37BrF5MoN7O7S5Te as an isolated structure (the ωB97M-V functional and the def2-TZVPD basis, the OMol25 dataset).

Summary:
HOMO-LUMO gap (alpha / beta) = 5.8 / 5.8 eV
HOMO level (alpha / beta) = -8.29 / -8.29 eV
Calculated total energy = -211727.79032 eV

ORCA input file:
```
! wB97M-V def2-TZVPD RIJCOSX def2/J DEFGRID3
* xyz 0 1
Mo 0.641 -0.513 0.939
Br -3.093 -3.148 -6.421
C -1.254 -2.758 -6.185
C -0.535 -3.427 -5.210
C 0.820 -3.170 -5.066
C 1.443 -2.253 -5.908
C 0.706 -1.593 -6.886
C -0.652 -1.822 -7.014
N 2.864 -2.031 -5.980
N 3.611 -1.941 -5.000
C 3.138 -1.897 -3.645
C 3.629 -2.827 -2.762
C 3.286 -2.824 -1.392
C 2.478 -1.821 -0.937
O 2.099 -1.622 0.330
C 2.011 -0.837 -1.823
N 1.220 0.079 -1.222
C 0.726 1.061 -1.939
C 1.009 1.181 -3.311
C 1.792 0.246 -3.933
C 2.320 -0.829 -3.183
H -1.025 -4.137 -4.560
H 1.379 -3.703 -4.312
H 1.216 -0.914 -7.556
H -1.229 -1.307 -7.769
H 4.293 -3.593 -3.142
H 3.661 -3.576 -0.711
H 0.088 1.774 -1.434
H 0.557 1.994 -3.858
H 2.000 0.329 -4.992
C -3.201 0.661 -5.332
C -2.984 -0.305 -4.177
S -2.381 0.386 -2.629
C -3.628 1.594 -2.132
C -3.571 2.982 -2.793
S -1.893 3.649 -2.974
C -1.876 4.243 -4.683
C -2.372 3.316 -5.794
S -1.728 1.619 -5.809
H -3.999 1.364 -5.098
H -3.529 0.083 -6.197
H -2.207 -1.032 -4.427
H -3.897 -0.877 -4.000
H -3.478 1.697 -1.056
H -4.623 1.164 -2.274
H -4.155 3.672 -2.183
H -4.036 2.959 -3.776
H -0.825 4.488 -4.848
H -2.431 5.182 -4.753
H -2.096 3.772 -6.746
H -3.460 3.258 -5.798
N 7.359 2.006 2.913
C 6.287 1.136 3.047
C 5.951 0.600 4.290
C 4.920 -0.315 4.405
C 4.219 -0.716 3.278
C 4.551 -0.195 2.032
C 5.563 0.735 1.919
S 3.001 -1.981 3.442
O 3.306 -3.012 2.495
O 2.898 -2.298 4.834
N 1.624 -1.220 2.939
C 0.467 -1.154 3.612
N 0.168 -1.511 4.863
C -1.085 -1.302 5.226
C -2.079 -0.751 4.408
C -1.701 -0.410 3.135
N -0.442 -0.615 2.762
H 7.656 2.480 3.749
H 7.350 2.598 2.100
H 6.511 0.896 5.170
H 4.659 -0.738 5.366
H 4.024 -0.529 1.150
H 5.821 1.139 0.947
H -1.330 -1.593 6.243
H -3.088 -0.608 4.760
H -2.362 0.026 2.397
C 5.771 4.932 4.743
C 4.623 4.281 4.024
C 4.340 4.589 2.696
C 3.250 4.027 2.051
C 2.441 3.146 2.749
C 2.711 2.805 4.067
C 3.803 3.374 4.693
S 1.003 2.497 1.987
O 0.021 2.242 2.995
O 0.667 3.286 0.842
O 1.530 1.103 1.463
H 6.467 5.399 4.047
H 6.316 4.207 5.350
H 5.408 5.708 5.420
H 4.972 5.290 2.165
H 3.010 4.284 1.028
H 2.063 2.114 4.590
H 4.022 3.115 5.722
F -3.529 -3.029 0.229
Te -2.122 -2.377 -0.939
F -3.258 -2.803 -2.365
F -1.505 -4.126 -0.857
F -0.712 -2.212 -2.293
F -0.243 -2.254 0.752
O -0.759 0.198 0.349
*
```

# C38H38F3IN4O4SSiTi

C38H38F3IN4O4SSiTi as an isolated structure (the ωB97M-V functional and the def2-TZVPD basis, the OMol25 dataset).

Summary:
HOMO-LUMO gap (alpha / beta) = 5.2 / 5.2 eV
HOMO level (alpha / beta) = -3.09 / -3.13 eV
Calculated total energy = -112258.91219 eV

ORCA input file:
```
! wB97M-V def2-TZVPD RIJCOSX def2/J DEFGRID3
* xyz -1 2
Ti -1.328 0.078 0.456
C -5.053 -2.246 -0.739
C -4.532 -1.304 -1.784
N -5.165 -1.259 -2.951
C -4.662 -0.421 -3.881
C -3.584 0.407 -3.703
C -3.095 1.323 -4.792
O -3.724 1.135 -6.052
C -2.914 0.423 -2.436
C -1.904 1.352 -2.135
N -1.388 1.433 -0.870
C -0.925 2.718 -0.480
C 0.307 3.180 -0.935
C 0.796 4.407 -0.522
C 0.051 5.185 0.353
C -1.192 4.749 0.785
C -1.692 3.521 0.363
I -3.636 2.997 0.901
C -3.398 -0.532 -1.512
O -2.792 -0.732 -0.326
H -5.816 -2.877 -1.191
H -5.496 -1.697 0.098
H -4.254 -2.861 -0.321
H -5.192 -0.399 -4.827
H -2.007 1.213 -4.895
H -3.277 2.366 -4.520
H -3.627 0.205 -6.282
H -1.611 2.120 -2.839
H 0.879 2.537 -1.591
H 1.764 4.747 -0.869
H 0.430 6.137 0.701
H -1.780 5.365 1.451
C -3.950 -4.112 3.791
N -3.296 -2.852 3.468
C -3.559 -1.749 4.217
C -3.000 -0.548 3.960
C -2.117 -0.528 2.834
O -1.592 0.573 2.407
N -1.820 -1.606 2.126
C -2.411 -2.810 2.365
O -2.220 -3.812 1.699
H -3.548 -4.529 4.715
H -3.760 -4.800 2.974
H -5.024 -3.957 3.896
H -4.265 -1.901 5.024
H -3.228 0.346 4.516
F 5.759 1.890 -4.939
C 5.537 0.626 -4.524
F 6.755 0.124 -4.182
F 5.170 -0.079 -5.624
C 4.546 0.542 -3.427
C 4.020 1.689 -2.822
C 3.118 1.589 -1.795
C 2.686 0.314 -1.307
C 3.252 -0.845 -1.934
C 4.150 -0.723 -2.958
C 1.825 0.215 -0.243
C 1.003 0.142 0.726
H 4.333 2.668 -3.160
H 2.747 2.485 -1.313
H 2.949 -1.827 -1.599
H 4.553 -1.617 -3.418
C -1.563 -2.947 -2.253
S -0.203 -1.943 -1.641
C 0.439 -3.125 -0.443
H -2.245 -3.195 -1.440
H -1.186 -3.864 -2.708
H -2.105 -2.373 -3.002
H 0.864 -3.995 -0.945
H -0.352 -3.435 0.240
H 1.217 -2.628 0.135
C 1.091 2.136 3.013
Si 1.654 0.423 2.456
C 1.043 -0.921 3.635
C 3.546 0.376 2.599
C 4.434 -0.220 1.706
C 5.803 -0.239 1.945
C 6.321 0.331 3.097
C 5.457 0.918 4.012
C 4.095 0.936 3.759
H 0.504 2.093 3.933
H 0.460 2.603 2.254
H 1.949 2.791 3.177
H 0.257 -0.561 4.302
H 1.875 -1.270 4.250
H 0.646 -1.773 3.082
H 4.068 -0.682 0.799
H 6.460 -0.701 1.219
H 7.389 0.318 3.282
H 5.846 1.365 4.919
H 3.443 1.407 4.490
*
```

Respective relative energy (zero: lowest compared OMol25 entry of this formula, charge and spin) values: 0.0000, 0.0000 eV.
Respective maximum force values: 0.58, 0.86 eV Å⁻¹.